w | Density functional theory data (ωB97M-V/def2-TZVPD) for a cluster of 10 separate species, C20H60O10 in total.

The structure (SMILES) is CCO.CCO.CCO.CCO.CCO.CCO.CCO.CCO.CCO.CCO. Its LUMO energy is 0.169 eV. The HOMO-LUMO gap is 10.012 eV. The HOMO energy is -9.84 eV.

Each line ends with the Löwdin charge.
Geometry (Å):
C -29.44634 16.27785 -20.70174  -0.09
C -30.40566 16.45898 -21.88898  -0.30
O -30.78182 17.83315 -21.97623  -0.08
H -28.62530 16.97654 -20.84274  0.08
H -29.00122 15.27686 -20.73969  0.07
H -29.94808 16.35609 -19.73613  0.06
H -31.21818 15.73500 -21.87300  0.09
H -29.77445 16.34270 -22.76932  0.11
H -31.28398 18.06647 -21.18924  0.07
C -31.32124 8.64536 -16.24100  -0.08
C -31.48064 9.89547 -15.39879  -0.31
O -32.84336 10.28554 -15.23503  -0.08
H -30.30038 8.77332 -16.64515  0.07
H -31.88424 8.70342 -17.17343  0.04
H -31.31346 7.68223 -15.74072  0.08
H -30.87708 10.73217 -15.74021  0.10
H -31.04188 9.63480 -14.42130  0.11
H -33.33874 9.48901 -15.02788  0.08
C -32.95621 10.04480 -19.51454  -0.09
C -33.53793 8.65844 -19.36149  -0.33
O -34.42590 8.74161 -18.26053  -0.07
H -32.57426 10.40897 -18.55722  0.06
H -33.78948 10.73896 -19.67371  0.08
H -32.22904 10.15562 -20.31593  0.06
H -32.71828 7.95183 -19.17349  0.10
H -34.01256 8.33641 -20.29466  0.11
H -34.55185 7.87334 -17.86815  0.09
C -33.83956 14.12055 -19.95239  -0.09
C -33.66521 15.55874 -19.49886  -0.33
O -33.79163 16.41268 -20.61101  -0.07
H -33.02685 13.87236 -20.63129  0.04
H -34.80488 13.98155 -20.43750  0.08
H -33.85258 13.49739 -19.05757  0.07
H -32.75268 15.71028 -18.91010  0.11
H -34.46839 15.74256 -18.76637  0.11
H -33.45864 17.29784 -20.45592  0.08
C -25.88569 16.96019 -16.90491  -0.09
C -26.55769 15.74968 -17.50742  -0.34
O -27.95876 15.92123 -17.60490  -0.08
H -24.81042 16.86615 -16.75146  0.08
H -26.32419 17.13970 -15.91873  0.07
H -26.00270 17.85010 -17.52716  0.08
H -26.28113 14.88998 -16.88264  0.09
H -26.12565 15.57616 -18.50059  0.12
H -28.25464 15.28054 -18.26028  0.05
C -31.76560 13.17861 -23.53206  -0.08
C -31.20915 11.79059 -23.71549  -0.31
O -30.96270 11.48958 -25.10403  -0.08
H -31.95118 13.33890 -22.46920  0.04
H -32.75539 13.25898 -23.99257  0.08
H -31.15705 13.94324 -24.01072  0.08
H -31.90884 11.01751 -23.39114  0.11
H -30.30184 11.69454 -23.11051  0.09
H -30.00864 11.49166 -25.21912  0.07
C -28.18530 8.86404 -20.28532  -0.07
C -28.99525 9.83730 -21.13768  -0.30
O -28.20110 10.96006 -21.54458  -0.10
H -28.77426 7.94803 -20.19464  0.08
H -27.92812 9.26081 -19.30492  0.06
H -27.24616 8.60579 -20.77738  0.08
H -29.81877 10.25674 -20.55425  0.08
H -29.45294 9.29900 -21.96995  0.12
H -27.92476 10.86276 -22.45855  0.09
C -30.68553 12.99229 -19.33543  -0.07
C -29.71770 12.32764 -18.36629  -0.28
O -28.39742 12.27390 -18.92152  -0.09
H -30.53441 14.05992 -19.48127  0.05
H -31.69581 12.95275 -18.92145  0.06
H -30.69291 12.42862 -20.27045  0.07
H -30.02011 11.28198 -18.19831  0.10
H -29.66754 12.85224 -17.41144  0.11
H -28.50642 11.90620 -19.81035  0.03
C -24.61771 9.83646 -17.58346  -0.07
C -25.72613 10.86149 -17.90486  -0.33
O -25.31640 12.16034 -17.51369  -0.08
H -24.99380 9.05472 -16.92786  0.06
H -23.76942 10.31104 -17.09455  0.07
H -24.27723 9.42140 -18.53163  0.06
H -26.62560 10.58714 -17.33796  0.10
H -25.99879 10.81336 -18.96258  0.09
H -26.04951 12.75801 -17.71080  0.05
C -28.49448 14.10423 -14.30971  -0.08
C -29.03784 15.13394 -13.31963  -0.33
O -29.95303 15.99260 -13.98241  -0.07
H -27.75676 13.45589 -13.83129  0.08
H -27.95754 14.65272 -15.08589  0.05
H -29.26457 13.44980 -14.71485  0.06
H -28.16567 15.66046 -12.92452  0.11
H -29.55615 14.57518 -12.53446  0.11
H -30.35397 16.52948 -13.29091  0.08



x | Density functional theory data (ωB97M-V/def2-TZVPD) for a cluster of 10 separate species, C20H60O10 in total.

The structure (SMILES) is CCO.CCO.CCO.CCO.CCO.CCO.CCO.CCO.CCO.CCO. Its LUMO energy is 0.683 eV. The HOMO-LUMO gap is 10.347 eV. The HOMO energy is -9.66 eV.

Each line ends with the Löwdin charge.
Geometry (Å):
C -14.66460 -6.48388 4.06938  -0.05
C -15.54480 -5.57739 5.01785  -0.31
O -14.89927 -4.68605 5.87279  -0.09
H -13.92955 -7.08863 4.64368  0.09
H -14.26698 -5.90654 3.25893  0.06
H -15.45265 -7.11480 3.70096  0.04
H -16.16154 -6.25231 5.60827  0.10
H -16.34563 -5.12273 4.37378  0.12
H -14.25850 -4.13994 5.42901  0.06
C -17.88182 -5.30594 11.48548  -0.09
C -17.93642 -6.10433 12.77100  -0.32
O -17.46124 -7.41998 12.55142  -0.12
H -18.04757 -4.24107 11.59070  0.07
H -18.59203 -5.69449 10.70854  0.08
H -16.91757 -5.47180 11.08246  0.05
H -19.01416 -6.23510 13.15059  0.13
H -17.31017 -5.74669 13.60910  0.12
H -17.81445 -7.79614 11.69391  0.08
C -13.05525 -5.88180 10.02571  -0.09
C -14.25608 -5.71282 9.11213  -0.31
O -13.77801 -6.18855 7.82157  -0.12
H -13.33991 -5.55861 11.07267  0.09
H -12.13834 -5.38033 9.64827  0.08
H -12.91898 -6.96505 10.00706  0.07
H -14.50929 -4.68508 9.01618  0.08
H -15.12139 -6.30418 9.46729  0.09
H -14.06655 -5.56701 7.10539  0.03
C -17.96851 -3.39834 7.01312  -0.05
C -17.60897 -4.36960 8.14068  -0.25
O -18.06993 -5.69049 7.71793  -0.12
H -18.94299 -3.70890 6.68050  0.05
H -17.25476 -3.52046 6.17971  0.07
H -17.87298 -2.37939 7.28351  0.07
H -18.12966 -4.03427 9.03835  0.09
H -16.51744 -4.44660 8.39343  0.10
H -17.74074 -6.36932 8.34308  0.06
C -21.94006 -2.11207 3.96001  -0.10
C -21.62427 -3.56662 4.37730  -0.34
O -20.43687 -3.62055 5.10449  -0.09
H -22.13600 -1.48771 4.88421  0.08
H -22.86290 -2.09952 3.35323  0.06
H -21.11639 -1.65864 3.33046  0.09
H -21.53035 -4.16138 3.43899  0.12
H -22.47007 -3.95171 4.95376  0.10
H -20.04908 -4.44874 4.86467  0.01
C -22.79805 -5.53282 8.24614  -0.08
C -21.84558 -6.64552 7.81098  -0.34
O -20.68446 -6.80038 8.58398  -0.10
H -23.14481 -5.60225 9.29028  0.08
H -23.65943 -5.38742 7.57721  0.07
H -22.28415 -4.53688 8.13919  0.08
H -21.45950 -6.61366 6.82387  0.08
H -22.38934 -7.62392 7.95837  0.12
H -20.09425 -6.10956 8.20669  0.07
C -15.59043 -9.07426 10.40155  -0.08
C -16.19961 -8.89033 9.00330  -0.25
O -17.51285 -8.31323 9.23178  -0.11
H -16.18619 -9.74434 11.01300  0.08
H -15.53806 -8.12963 10.88921  0.04
H -14.59062 -9.48588 10.34809  0.07
H -16.21381 -9.83793 8.45932  0.11
H -15.57730 -8.22761 8.41925  0.08
H -18.16628 -8.92181 8.88170  0.03
C -21.08593 -9.52025 10.28354  -0.07
C -20.75749 -10.04326 8.88551  -0.29
O -19.36637 -10.35831 8.83980  -0.10
H -20.43869 -8.68572 10.53177  0.07
H -20.92320 -10.37004 10.97496  0.08
H -22.13957 -9.30829 10.39844  0.07
H -20.86056 -9.27373 8.13584  0.07
H -21.36242 -10.89985 8.58496  0.12
H -19.26478 -11.19956 9.30003  0.10
C -19.04186 -8.36723 5.36840  -0.07
C -18.89944 -7.28978 4.29536  -0.28
O -19.13422 -6.00401 4.87623  -0.12
H -18.41560 -8.19995 6.22240  0.05
H -18.77887 -9.31518 4.94419  0.07
H -20.09865 -8.23925 5.79671  0.10
H -19.65834 -7.38441 3.49827  0.12
H -17.89811 -7.43199 3.84722  0.10
H -18.60841 -5.95373 5.70572  0.06
C -13.18738 -1.75290 6.93574  -0.09
C -11.96052 -2.53469 6.62265  -0.28
O -12.34478 -3.74710 5.89178  -0.09
H -12.80424 -0.80429 7.27948  0.07
H -13.77546 -2.15918 7.71016  0.06
H -13.74727 -1.53993 5.98505  0.10
H -11.46157 -2.83015 7.57575  0.12
H -11.21632 -1.92756 6.05997  0.12
H -11.73080 -4.44843 5.91455  0.07



The most stable arrangement is x, and the next structure is 0.0298 hartree less stable.



w | Density functional theory data (ωB97M-V/def2-TZVPD) for the molecule C4H7FOS.

Its LUMO energy is 0.278 eV. The HOMO-LUMO gap is 10.228 eV. The HOMO energy is -9.95 eV.

Each line ends with the Löwdin charge.
Geometry (Å):
C 0.77642 -0.67031 -0.48554  -0.21
C 0.12371 0.30516 0.13995  -0.40
C 0.63144 1.77803 0.12060  -0.01
C -1.00550 0.08097 1.02379  -0.07
O 0.78048 -3.00021 -1.62734  -0.46
F -1.34988 -1.78550 -1.45798  -0.36
S 0.02853 -2.33520 -0.59609  0.96
H 1.51106 -0.44735 -1.20466  0.08
H 1.70284 1.74939 0.18731  0.08
H 0.26537 2.33829 0.89364  0.05
H 0.25147 2.01183 -0.84796  0.09
H -0.69939 0.07302 2.04841  0.09
H -1.56390 0.92686 0.88473  0.06
H -1.45266 -1.02499 0.92115  0.11



x | Density functional theory data (ωB97M-V/def2-TZVPD) for a structure of composition C4H7FOS.

Its LUMO energy is 0.870 eV. The HOMO-LUMO gap is 9.696 eV. The HOMO energy is -8.83 eV.

Each line ends with the Löwdin charge.
Geometry (Å):
C -0.12431 0.34439 0.03211  -0.62
C -1.00942 -0.65397 -0.72233  -0.22
C 0.64317 -0.46115 1.21325  -0.34
C 1.10098 0.75139 -0.75034  -0.31
H -1.67255 0.95091 1.01436  0.12
H -1.57924 -0.11777 -1.47114  0.13
H -0.40104 -1.38464 -1.29373  0.13
H 0.24140 -1.37480 1.60185  0.07
H 0.88385 0.15168 2.03356  0.06
H 1.08955 0.62209 -1.82679  0.08
H 1.47948 1.73367 -0.56048  0.08
O -0.91108 1.37469 0.55451  0.00
F -1.82484 -1.27180 0.10900  0.02
S 2.08406 -0.66470 0.06616  0.81



The most stable arrangement is x, and the next structure is 0.0406 hartree less stable.



w | Density functional theory data (ωB97M-V/def2-TZVPD) for the molecule C3H5NO.

The structure (SMILES) is O=CN1CC1. Its LUMO energy is 0.885 eV. The HOMO-LUMO gap is 10.559 eV. The HOMO energy is -9.67 eV.

Each line ends with the Löwdin charge.
Geometry (Å):
O 0.89460 -2.19944 -0.81893  0.00
C 0.74093 -0.99792 -1.07831  -0.30
N 0.10882 -0.18917 -0.21789  -0.13
C -0.19522 1.13284 0.12737  -0.08
C -0.59576 -0.11875 0.92813  -0.11
H 1.10539 -0.38701 -1.99172  0.16
H 0.60740 1.77809 0.58006  0.12
H -0.99914 1.73370 -0.40475  0.12
H -1.63680 -0.31551 1.06353  0.10
H -0.03022 -0.43682 1.81251  0.12



x | Density functional theory data (ωB97M-V/def2-TZVPD) for the molecule C3H5NO.

The structure (SMILES) is C/C=C\N=O. Its LUMO energy is -0.493 eV. The HOMO-LUMO gap is 8.610 eV. The HOMO energy is -9.10 eV.

Each line ends with the Löwdin charge.
Geometry (Å):
C -0.60017 -0.69646 -0.04969  -0.09
C 0.38106 0.41297 0.00158  -0.15
C 1.72050 0.54794 0.18347  -0.13
N 2.76410 -0.50122 0.15449  -0.06
O 3.87191 -0.12092 -0.15380  -0.03
H -1.56040 -0.43026 0.28896  0.05
H -0.28932 -1.60441 0.48438  0.09
H -0.71760 -0.83924 -1.15514  0.10
H -0.07025 1.39824 0.17793  0.10
H 1.92751 1.64855 0.10932  0.11



y | Density functional theory data (ωB97M-V/def2-TZVPD) for a structure of composition C3H5NO.

Its LUMO energy is 0.920 eV. The HOMO-LUMO gap is 10.637 eV. The HOMO energy is -9.72 eV.

Each line ends with the Löwdin charge.
Geometry (Å):
O 2.11672 -0.33516 -0.20285  0.12
C 0.96190 -0.22616 0.08920  -0.42
C 0.16553 0.99127 0.41320  -0.12
N -0.87015 0.32294 -0.39033  -0.04
C -0.23221 -1.00348 -0.35562  -0.11
H -0.02920 1.09338 1.48432  0.12
H 0.50311 1.94160 -0.00415  0.12
H -1.79763 0.35607 0.01429  0.10
H -0.58731 -1.70196 0.40745  0.12
H -0.18508 -1.49549 -1.32903  0.12



z | Density functional theory data (ωB97M-V/def2-TZVPD) for the molecule C3H5NO.

The structure (SMILES) is [H]/N=C/[C@@H]1CO1. Its LUMO energy is 1.063 eV. The HOMO-LUMO gap is 11.260 eV. The HOMO energy is -10.20 eV.

Each line ends with the Löwdin charge.
Geometry (Å):
H -2.86017 0.13784 0.37353  0.10
N -1.95879 0.00454 -0.26726  0.06
C -0.90078 0.23355 0.40242  -0.22
C 0.33151 0.40338 -0.43081  -0.27
C 1.42849 -0.60129 -0.14954  -0.10
O 1.54392 0.75639 0.20497  -0.04
H -0.96247 0.55049 1.44427  0.12
H 0.04953 0.81715 -1.42109  0.15
H 1.24961 -1.35776 0.70162  0.14
H 2.07914 -0.94427 -0.85812  0.07



The most stable arrangement is y, and the next structure is 0.0156 hartree less stable.